Computed, not measured: a structure of composition C38H67BrF21IN6O4P2, with the ωB97M-V functional and the def2-TZVPD basis.

Structure (XYZ):
```
140
Properties=species:S:1:pos:R:3:forces:R:3
C 0.1621 -1.7541 -1.6708 0.0170 -0.5445 0.2040
O -1.1276 -1.2582 -1.9522 -0.3457 0.2531 -0.2232
C -1.3582 0.0047 -1.3671 1.0692 0.1079 0.8947
C -1.7491 -0.0887 0.1262 0.0920 0.5645 -0.5925
C -2.0505 1.3597 0.6264 -0.5834 -1.1113 -1.3394
N -1.9336 1.5909 2.0510 0.6085 -0.5583 -0.9759
C -0.8342 2.2112 2.7483 -1.2802 -0.3796 1.7730
C -1.1724 1.7765 4.2788 -1.4250 0.8897 0.3119
C -1.9268 0.4324 4.4471 -0.0735 -0.2376 -0.1322
C -1.5016 -0.8730 3.7820 0.1415 -1.0688 -0.6876
C -0.7942 -1.8579 4.7162 0.2927 0.7294 -1.5923
N 0.4115 -2.4147 4.3090 -0.4847 -0.4500 -0.3446
O -1.3021 -2.1247 5.7519 -0.7223 -0.3645 2.3244
O -0.1215 2.0336 5.1745 0.0063 -0.6501 -0.3146
C 0.3850 0.9837 5.9439 1.4339 1.5395 1.6061
I 2.4465 1.5885 6.4186 0.1318 0.0193 -1.2153
P -0.4685 0.6878 7.6597 -0.8767 -1.8393 0.2615
O -1.5140 1.9275 7.9194 0.6849 0.5062 -0.4879
Br 1.0764 0.8847 9.2949 -0.7632 0.2672 -0.0323
P -2.5493 2.9336 5.0390 0.2291 1.0837 1.4435
N -1.9957 4.2024 5.7564 -0.3638 -0.0853 -0.6333
C 0.5846 1.7123 2.4628 1.6725 -0.9397 -0.8532
F 1.5052 2.5081 3.0192 -0.3275 1.3456 0.2303
F 0.8578 0.5253 3.0590 -0.9183 -0.6067 0.1944
C 1.0689 1.5152 0.9720 0.0085 0.5269 -0.8742
F 1.3347 0.2237 0.7257 -0.3771 -0.8208 0.1017
F 2.2395 2.1394 0.7855 0.4935 0.6135 0.2841
C -0.9147 3.7508 2.4419 0.6511 0.3597 -1.4085
F -0.5109 3.8881 1.1230 0.9665 -0.5259 -0.0496
F -2.1868 4.1371 2.2980 -0.8443 -0.1587 1.1781
C -0.1570 4.8916 3.2010 0.3175 1.8278 0.7723
F -1.0785 5.8030 3.5569 -0.6069 0.1768 -0.1236
F 0.4979 4.6088 4.3260 0.2668 -1.1885 0.0004
C 0.8340 5.7500 2.3429 0.0689 -0.1797 1.0268
F 1.7339 5.0135 1.6951 0.3667 -0.5018 -0.6200
F 0.1216 6.4703 1.4989 -0.5255 0.2341 -1.0255
C 1.6704 6.7775 3.1829 0.3505 0.2890 -0.3763
F 1.8837 7.8315 2.3652 0.2691 0.2056 -0.5837
F 1.0306 7.2948 4.2129 -0.6877 -0.3856 0.7871
C 3.0969 6.3258 3.6380 0.6227 0.1312 0.4670
F 3.3432 6.9752 4.7828 -0.0216 0.4839 0.4580
F 3.2282 5.0339 3.9428 -0.4683 -0.7094 -0.4855
C 4.2596 6.7534 2.6812 0.7517 -0.6039 0.8718
F 4.0011 6.5674 1.3977 -0.5395 0.0703 -0.7411
F 4.5300 8.0343 2.9478 -0.1491 0.9019 -0.3050
C 5.6024 6.0191 2.9586 0.0429 0.3932 -0.1134
F 5.5753 4.7889 2.4690 -0.2899 -0.6929 -0.5248
F 5.8454 5.9273 4.2601 -0.0425 0.0805 0.9296
C 6.8342 6.7694 2.3297 0.1882 -1.1007 -0.2092
F 7.4695 7.4876 3.2128 0.0999 1.0731 0.9617
F 6.5401 7.4980 1.2813 -0.5541 0.7496 -0.6855
F 7.6943 5.8473 1.9222 0.5223 -0.8513 -0.2973
H 0.9666 -1.1203 -2.0648 -0.1854 0.0734 -0.0077
H 0.2270 -2.7425 -2.1280 0.0139 0.1184 -0.0804
H 0.3178 -1.8933 -0.5933 0.0413 0.1157 -0.0790
H -0.3864 0.5329 -1.3756 -0.2638 0.2208 -0.1906
H -2.0546 0.6166 -1.9455 -0.1974 -0.4638 -0.1372
H -2.6374 -0.7182 0.2145 0.1627 -0.0751 0.2322
H -0.8962 -0.5420 0.6332 -0.2452 -0.0105 0.2235
H -3.1063 1.4790 0.3596 0.0650 0.3154 0.2386
H -1.5471 2.0279 -0.0818 0.1738 0.4016 0.6755
H -2.8342 1.8518 2.4127 0.2254 0.2575 0.2937
H -2.0476 0.2320 5.5214 0.3119 0.0475 -0.0864
H -2.9676 0.6049 4.1504 0.1471 0.0845 -0.1153
H -2.4119 -1.4298 3.5216 -0.0606 0.1743 0.1807
H -0.9970 -0.7975 2.8222 0.1694 0.4305 0.2306
H 0.6528 -3.1714 4.9426 0.0932 0.0903 -0.0097
H 0.3103 -2.7851 3.3673 0.5214 0.3533 -0.0867
H 0.5489 0.0257 5.4499 -0.4207 0.1376 -0.0561
H -2.4038 1.5920 8.0886 0.2830 -0.2005 0.1599
H -3.2371 2.1652 6.0133 -0.0321 -0.5276 -0.8036
H -3.5340 3.1729 4.0411 0.2380 -0.4903 -0.0687
H -2.2590 4.1911 6.7347 0.3077 0.1271 -0.0072
H 0.4174 1.8967 0.1906 -0.3563 -0.0972 0.2765
C -3.7177 0.9379 -6.6115 -0.0317 -0.0096 -0.0740
C -3.0772 -0.3729 -6.1762 -0.0784 0.1140 -0.1124
N -3.8628 -1.0945 -5.1932 -0.0015 -0.1072 0.3496
C -3.1304 -2.1712 -4.5425 0.2540 -0.0321 0.0272
C -2.6655 -3.3457 -5.4117 -0.0473 -0.1370 0.0821
C -5.2310 -1.4003 -5.5726 -0.2241 0.2054 -0.1672
C -5.4553 -2.2032 -6.8583 -0.1600 -0.1209 -0.0023
H -3.9561 1.5622 -5.7487 -0.0285 -0.0542 0.0171
H -3.0271 1.4932 -7.2482 -0.0068 -0.0272 -0.0069
H -4.6312 0.7765 -7.1861 -0.0031 0.0257 0.0239
H -2.1078 -0.1319 -5.7307 -0.0096 -0.1831 0.0976
H -2.8688 -0.9819 -7.0691 0.0586 0.0491 -0.0517
H -3.7291 -2.5611 -3.7144 -0.1249 0.0695 -0.0680
H -2.2483 -1.7342 -4.0686 -0.0348 0.0889 -0.0570
H -3.4934 -3.9943 -5.6985 0.0160 0.0176 -0.0828
H -1.9626 -3.9614 -4.8450 -0.0018 0.0284 0.0026
H -2.1515 -3.0141 -6.3149 -0.0305 0.0157 -0.0024
H -5.7777 -0.4570 -5.6661 0.0908 0.0335 -0.0367
H -5.7224 -1.9150 -4.7426 0.1909 -0.0520 0.0611
H -4.8768 -1.8161 -7.6986 0.0320 0.0061 0.0354
H -6.5095 -2.1497 -7.1411 0.0101 0.0119 0.0087
H -5.2154 -3.2581 -6.7280 0.0867 0.0126 -0.0686
C -5.6488 -7.1452 -5.3929 0.0563 0.0550 -0.0070
C -5.7340 -8.1530 -6.5309 0.0784 0.1320 0.0930
N -6.8265 -7.8875 -7.4480 -0.2572 -0.1410 -0.0894
C -7.1143 -8.9952 -8.3440 -0.0252 -0.2245 0.0132
C -6.0318 -9.4052 -9.3483 -0.0673 -0.0573 -0.1322
C -6.8413 -6.5657 -8.0500 0.0522 0.3167 0.1359
C -5.6046 -6.1219 -8.8384 -0.0352 0.1153 -0.1204
H -6.6033 -7.0635 -4.8705 -0.0195 0.0097 -0.0625
H -4.8961 -7.4660 -4.6708 0.0105 0.0037 -0.0304
H -5.3596 -6.1532 -5.7452 -0.0223 -0.0001 0.0201
H -5.8920 -9.1387 -6.0845 -0.0768 -0.0551 -0.1738
H -4.7614 -8.1940 -7.0447 0.0596 -0.0261 0.0609
H -8.0380 -8.7801 -8.8884 0.0283 0.1511 0.0278
H -7.3480 -9.8687 -7.7261 0.0641 0.0610 0.0943
H -5.9384 -8.6863 -10.1613 0.0712 0.0265 0.0328
H -6.2987 -10.3631 -9.8009 -0.0019 0.0091 0.0243
H -5.0562 -9.5297 -8.8768 -0.0103 0.0340 0.0116
H -7.0132 -5.8331 -7.2554 0.0506 -0.0649 0.0521
H -7.7217 -6.4779 -8.6920 -0.0002 -0.2045 -0.0026
H -4.6757 -6.3140 -8.2986 -0.0221 -0.0284 0.0130
H -5.6568 -5.0452 -9.0181 -0.0016 -0.0092 0.0177
H -5.5454 -6.6039 -9.8131 0.0844 -0.0559 0.0356
C 6.3265 0.2243 3.6539 -0.0394 -0.0539 -0.0963
C 7.2614 1.4039 3.8754 -0.0570 -0.1496 -0.0647
N 8.3590 1.0861 4.7728 0.1056 0.1087 0.2558
C 9.0828 2.2530 5.2469 -0.0717 0.2155 0.1043
C 9.8408 3.0900 4.2134 0.1903 0.0851 0.1136
C 9.1790 -0.0514 4.3954 -0.0870 -0.3130 -0.1132
C 9.8512 -0.0268 3.0180 0.1378 -0.0828 -0.0083
H 5.9760 -0.1794 4.6054 0.0551 0.0063 0.0075
H 5.4523 0.5404 3.0815 0.0293 0.0282 -0.0005
H 6.8100 -0.5777 3.0929 -0.0244 -0.0094 0.0248
H 6.6742 2.2125 4.3195 0.1653 0.0731 0.0790
H 7.6119 1.7727 2.8991 -0.0581 0.0252 -0.0327
H 9.7802 1.9448 6.0312 -0.0132 -0.1476 -0.0596
H 8.3630 2.9073 5.7509 -0.0831 -0.0599 -0.0793
H 10.7435 2.5874 3.8673 -0.0424 -0.0036 -0.0666
H 10.1566 4.0328 4.6671 -0.0234 -0.0139 -0.0018
H 9.2246 3.3360 3.3509 -0.0562 -0.0092 -0.0728
H 8.5578 -0.9505 4.4499 -0.0622 0.0666 -0.0285
H 9.9443 -0.2053 5.1609 -0.0326 0.1921 0.0488
H 9.1597 0.2597 2.2241 -0.0155 0.0246 0.0318
H 10.2239 -1.0253 2.7769 -0.0182 0.0055 0.0139
H 10.7069 0.6462 2.9914 -0.0588 0.0589 -0.0613
```
Forces are in eV/Å.

The value obtained for the LUMO energy is -0.0037 hartree. The HOMO-LUMO gap is 7.82 eV.

Mulliken population analysis, charges in e, atoms 1 to 5:
1 C -0.775
2 O -0.296
3 C -0.791
4 C 0.575
5 C -1.353



Computed, not measured: a cluster of 2 separate species, C5H4F3NO3S in total, with the ωB97M-V functional and the def2-TZVPD basis.

Structure (XYZ):
```
17
Properties=species:S:1:pos:R:3:forces:R:3
C 2.2352 -0.0637 0.3530 -0.1907 -3.0269 -0.1392
C 2.1254 0.7207 -0.7512 -0.0541 2.4986 0.9447
C 1.0352 -0.9048 0.2956 0.6386 0.8092 0.9808
C 0.8002 0.4943 -1.2477 1.2300 1.7859 -3.2374
C -2.4145 0.0095 1.1748 -1.7552 -0.6212 1.5548
N 0.2258 -0.4950 -0.6820 -2.0235 -2.2733 1.1543
O -2.9713 0.3443 -1.3665 -0.1072 0.4540 -0.2671
O 0.6917 -1.8483 1.2127 -3.8968 1.4401 -4.6197
O 0.2566 1.1120 -2.3629 -2.7340 -2.7825 3.9750
F -2.1292 -0.8567 2.1911 0.2754 -0.0271 -1.1340
F -1.6164 1.0307 1.2944 0.8900 0.8126 -0.2802
F -3.6714 0.4495 1.4770 0.3839 0.0013 -0.4762
S -2.4825 -0.7551 -0.5216 -0.3270 -0.7214 0.6044
H 3.0912 -0.4804 0.8774 0.1139 1.0131 0.2676
H 2.5774 1.7068 -0.8058 0.6159 -0.3999 -0.6980
H 1.3791 -1.9646 1.7602 3.9635 -0.7208 3.3060
H 0.8673 1.5009 -2.8987 2.9775 1.7585 -1.9359
```
Forces are in eV/Å.

The value obtained for the energy above the lowest of the compared OMol25 structures with the same formula, charge and spin is 3.5 kJ/mol. The value obtained for the LUMO energy (spin up / spin down) is -0.0277 / -0.0566 hartree. The HOMO-LUMO gap (spin up / spin down) is 7.65 / 7.00 eV.

Mulliken population analysis, charges in e, atoms 1 to 5:
1 C -0.501
2 C -0.611
3 C 0.542
4 C 0.446
5 C 0.705



Computed, not measured: a cluster of 2 separate species, C3H8O3 in total, with the ωB97M-V functional and the def2-TZVPD basis.

Structure (XYZ):
```
14
Properties=species:S:1:pos:R:3:forces:R:3
O 0.1939 0.1373 -1.5273 -0.2918 0.3404 -0.9301
C -0.2180 -0.3144 -0.5025 1.0878 -0.3530 1.1490
O -1.2924 -1.1323 -0.3741 -0.2385 -0.4034 -1.3948
C 0.4415 -0.2570 0.8491 -0.5704 -0.9800 1.3472
C 1.3636 -1.5024 1.0659 -0.4887 0.7179 -0.6209
H -1.5493 -1.4692 -1.2673 0.1599 0.6054 0.7609
H -0.4392 -0.3448 1.4968 0.3674 -0.1655 0.3116
H 0.9858 0.5830 1.2651 -0.1262 0.6526 -1.1013
H 2.3903 -1.2620 0.8025 0.0947 0.1442 0.1293
H 1.0867 -2.3208 0.4015 -0.2180 -0.2301 0.4334
H 1.2888 -1.7363 2.1209 0.2102 -0.5061 0.0002
H -0.5678 2.0457 -0.3786 -0.0511 0.5317 0.8900
H -0.0446 3.3833 -0.0533 0.5804 1.0951 -0.2009
O -0.5164 2.6860 0.3713 -0.5158 -1.4492 -0.7736
```
Forces are in eV/Å.

The value obtained for the energy above the lowest of the compared OMol25 structures with the same formula, charge and spin is 55.5 kJ/mol. The value obtained for the LUMO energy is 0.0245 hartree. Its SMILES is CCC(=O)O.O. The HOMO-LUMO gap is 11.28 eV.

Mulliken population analysis, charges in e, atoms 1 to 5:
1 O -0.539
2 C 0.170
3 O -0.451
4 C -0.112
5 C -1.053



Computed, not measured: a cluster of 2 separate species, C3H6O4 in total, with the ωB97M-V functional and the def2-TZVPD basis.

Structure (XYZ):
```
13
Properties=species:S:1:pos:R:3:forces:R:3
C 0.1675 -0.0813 0.0290 2.2931 0.5726 -0.3812
C -2.1182 -0.0734 0.3510 -2.1863 1.4883 0.5511
C 2.9234 -0.1256 0.7224 0.4105 2.1590 1.2206
O -0.0372 1.2151 -0.2994 -1.0009 -1.1972 0.6184
O 3.0300 -1.1622 -0.0513 0.7214 -1.6064 -2.0780
O 2.6716 1.0291 0.4460 0.2732 -0.5655 -0.4627
O -0.8705 -0.7662 0.3515 -1.6392 1.0341 -0.4497
H -2.7908 -0.2043 -0.4820 0.4227 -0.9421 -0.7994
H -2.0714 1.0140 0.3780 0.8447 -0.0707 0.1142
H -2.7394 -0.2850 1.2095 0.3729 -0.7957 0.4989
H 3.2081 -0.3372 1.7971 -0.4738 -0.5169 -1.0706
H 3.0169 -1.1008 -1.0680 -0.4578 0.7943 2.4113
H 0.8292 1.6425 -0.2634 0.4194 -0.3539 -0.1728
```
Forces are in eV/Å.

The value obtained for the energy above the lowest of the compared OMol25 structures with the same formula, charge and spin is 307.6 kJ/mol. The value obtained for the LUMO energy is 0.0300 hartree. The HOMO-LUMO gap is 9.38 eV.

Mulliken population analysis, charges in e, atoms 1 to 5:
1 C -0.008
2 C -0.769
3 C 0.296
4 O -0.423
5 O -0.365



Number 1: strongest force on any atom 2.65 eV Å⁻¹. Number 2: strongest force on any atom 6.21 eV Å⁻¹. Number 3: strongest force on any atom 1.76 eV Å⁻¹. Number 4: strongest force on any atom 2.72 eV Å⁻¹.